No. 1
ORCA calculation (wB97M-V/def2-TZVPD) on 4 unconnected molecules or ions with the total composition C19H39Cl9O8P2S2.

Properties
2S+1: 1

Each line ends with the Mulliken charge.
CARTESIAN COORDINATES (ANGSTROEM)
C  6.98  -3.94  -0.86  -0.618
O  6.36  -2.64  -0.53  -0.263
C  7.05  -1.56  -1.24  -0.462
C  6.04  -0.24  -1.40  -0.354
C  5.58  0.14  0.16  -0.471
C  4.82  1.60  0.27  -0.296
C  3.69  1.84  -0.92  -0.431
C  2.42  2.62  -0.18  -0.736
C  1.28  1.55  0.31  -0.661
C  -0.23  2.01  -0.23  0.029
C  -0.46  1.31  -1.70  -0.758
C  -2.02  1.21  -2.17  0.279
C  -2.63  -0.31  -1.96  -0.524
C  -4.25  -0.18  -1.58  -0.953
C  -4.75  -1.30  -0.49  0.342
P  -6.64  -1.41  -0.80  0.312
O  -6.95  -2.06  -2.42  -0.482
Cl  -7.42  0.59  -0.76  -0.245
O  -4.31  -2.68  -0.72  -0.363
S  -4.38  -3.51  0.80  1.063
O  -5.80  -3.70  1.45  -0.567
O  -3.59  -4.83  0.94  -0.465
O  -3.80  -2.15  1.72  -0.305
C  -4.64  -1.07  1.11  -0.022
P  -3.93  0.50  1.89  0.827
O  -2.25  0.24  2.40  -0.501
O  -4.15  1.98  1.00  -0.577
S  -4.92  0.76  3.59  -0.443
H  6.22  -4.83  -0.68  0.217
H  7.31  -4.02  -1.99  0.268
H  7.87  -4.10  -0.10  0.232
H  7.95  -1.20  -0.54  0.175
H  7.40  -1.82  -2.33  0.359
H  5.14  -0.55  -2.08  0.336
H  6.67  0.64  -1.86  0.130
H  4.95  -0.73  0.65  0.248
H  6.60  0.26  0.76  0.142
H  4.34  1.63  1.36  0.268
H  5.60  2.50  0.18  0.043
H  3.36  0.82  -1.43  0.201
H  4.16  2.56  -1.72  0.263
H  2.84  3.16  0.79  0.340
H  1.98  3.49  -0.86  0.384
H  1.56  0.49  -0.09  0.270
H  1.26  1.56  1.49  0.353
H  -0.31  3.18  -0.23  0.315
H  -1.00  1.57  0.53  -0.258
H  0.12  1.95  -2.49  0.270
H  -0.04  0.21  -1.62  0.282
H  -2.71  2.03  -1.70  0.290
H  -2.03  1.43  -3.35  -0.341
H  -2.07  -0.94  -1.15  0.348
H  -2.51  -0.85  -3.01  0.246
H  -4.57  0.93  -1.35  0.598
H  -4.80  -0.45  -2.60  0.144
H  -7.91  -1.83  -2.60  0.339
H  -5.77  -1.06  1.45  0.462
H  -1.73  -0.20  1.66  0.332
H  -3.34  2.17  0.44  0.352
C  -4.03  -4.94  4.44  -0.340
Cl  -2.79  -4.46  5.60  -0.189
Cl  -3.66  -4.33  2.82  -0.053
H  -4.07  -6.03  4.41  0.298
H  -4.99  -4.54  4.76  0.250
C  -2.83  2.51  6.34  -0.236
Cl  -1.59  3.00  7.51  -0.174
Cl  -2.46  3.12  4.73  -0.118
H  -2.87  1.42  6.31  0.238
H  -3.79  2.91  6.66  0.288
C  -4.88  1.11  -5.43  -0.283
Cl  -5.60  1.86  -4.00  -0.108
Cl  -3.19  1.61  -5.62  -0.162
H  -4.92  0.03  -5.32  0.242
H  -5.44  1.42  -6.31  0.359
C  8.81  2.42  -0.04  0.051
Cl  8.07  3.37  -1.33  -0.153
Cl  7.96  2.67  1.50  -0.136
H  8.77  1.36  -0.30  -0.075
H  9.85  2.73  0.08  0.338

No. 2
ORCA calculation (wB97M-V/def2-TZVPD) on 2 unconnected molecules or ions with the total composition C21H14FN2OS.

Properties
Total charge: +1
2S+1: 1

Each line ends with the natural charge from an NBO analysis.
CARTESIAN COORDINATES (ANGSTROEM)
F  -4.78  -0.47  -2.82  -0.308
C  -4.08  0.33  -1.94  0.377
C  -3.79  1.63  -2.33  -0.147
C  -3.07  2.43  -1.42  -0.212
C  -2.67  1.92  -0.20  -0.081
C  -2.97  0.58  0.22  -0.190
C  -2.54  0.18  1.51  0.139
C  -2.74  -1.05  2.21  -0.107
C  -2.21  -1.14  3.54  -0.085
C  -2.35  -2.29  4.31  -0.235
C  -3.03  -3.41  3.79  -0.069
C  -3.56  -3.35  2.50  -0.224
C  -3.44  -2.20  1.72  -0.100
C  -3.69  -0.22  -0.73  -0.133
H  -4.12  2.01  -3.29  0.262
H  -2.83  3.45  -1.69  0.252
H  -2.10  2.54  0.49  0.231
H  -1.96  0.94  2.05  0.231
H  -1.68  -0.27  3.94  0.231
H  -1.94  -2.32  5.32  0.248
H  -3.14  -4.31  4.39  0.244
H  -4.09  -4.22  2.09  0.246
H  -3.88  -2.20  0.74  0.207
H  -3.95  -1.25  -0.53  0.219
O  1.71  2.73  3.26  -0.562
C  1.12  3.56  3.95  0.511
C  1.34  3.94  5.38  -0.197
C  0.60  5.08  5.77  -0.126
C  0.62  5.52  7.10  -0.233
C  1.39  4.83  8.04  -0.156
C  2.15  3.72  7.65  -0.228
C  2.13  3.28  6.32  -0.132
S  -0.31  5.78  4.45  0.368
C  0.04  4.43  3.41  -0.328
N  -0.11  4.59  2.08  0.100
N  -0.32  4.64  0.94  0.058
H  0.02  6.39  7.36  0.232
H  1.40  5.17  9.08  0.231
H  2.75  3.19  8.39  0.230
H  2.72  2.41  6.01  0.236

No. 3
ORCA calculation (wB97M-V/def2-TZVPD) on 9 unconnected molecules or ions with the total composition C26H63BF4N2O14PS5.

Properties
Total charge: +1
2S+1: 1

Each line ends with the Mulliken charge.
CARTESIAN COORDINATES (ANGSTROEM)
N  4.59  -22.07  16.04  -0.397
H  4.83  -21.09  16.10  0.321
H  3.61  -22.24  16.24  0.394
H  4.94  -22.58  16.83  0.347
H  4.84  -22.43  15.13  0.325
N  10.06  -23.43  19.60  -0.359
H  10.51  -24.15  19.05  0.280
H  9.64  -23.85  20.42  0.411
H  9.29  -23.07  19.07  0.304
H  10.77  -22.72  19.74  0.339
B  8.61  -22.80  15.50  0.564
F  7.79  -23.92  15.73  -0.400
F  9.91  -23.23  15.48  -0.340
F  8.30  -22.13  14.33  -0.359
F  8.33  -22.01  16.65  -0.450
C  5.11  -29.01  12.34  -0.626
C  6.52  -28.37  12.76  -0.597
C  6.66  -27.01  12.03  -0.719
S  4.97  -26.33  11.91  1.078
O  4.84  -25.78  10.57  -0.642
O  4.62  -25.51  13.08  -0.627
C  4.05  -27.86  12.12  -0.640
H  4.83  -29.76  13.08  0.357
H  5.28  -29.52  11.39  0.282
H  7.37  -29.03  12.57  0.399
H  6.61  -28.20  13.83  0.241
H  6.95  -27.34  11.03  0.321
H  7.35  -26.29  12.47  0.458
H  3.38  -27.91  11.25  0.364
H  3.33  -27.64  12.90  0.352
C  8.40  -16.01  13.07  -0.707
C  6.98  -15.81  12.32  -0.565
C  5.92  -15.62  13.44  -0.732
S  6.56  -16.64  14.96  0.995
O  5.82  -17.91  15.04  -0.614
O  6.74  -15.80  16.12  -0.614
C  8.22  -17.09  14.16  -0.629
H  8.63  -15.10  13.63  0.332
H  9.20  -16.18  12.35  0.408
H  6.75  -16.71  11.75  0.267
H  6.92  -14.99  11.60  0.336
H  4.85  -15.67  13.24  0.450
H  5.87  -14.62  13.89  0.351
H  7.98  -17.96  13.54  0.267
H  9.00  -17.36  14.87  0.458
C  8.78  -21.63  9.04  -0.794
C  7.90  -20.71  8.10  -0.616
C  8.90  -20.03  7.08  -0.664
S  10.45  -19.74  8.11  1.099
O  10.39  -18.31  8.48  -0.640
O  11.54  -20.33  7.36  -0.641
C  10.00  -20.85  9.55  -0.514
H  9.06  -22.44  8.38  0.303
H  8.31  -22.15  9.87  0.438
H  7.44  -20.01  8.79  0.252
H  7.03  -21.15  7.61  0.396
H  8.36  -19.13  6.78  0.337
H  9.39  -20.65  6.33  0.397
H  9.68  -20.21  10.38  0.261
H  10.90  -21.37  9.87  0.390
C  14.39  -21.16  15.17  -0.545
C  14.88  -22.27  16.07  -0.485
C  15.16  -21.76  17.48  -0.643
S  13.97  -20.34  17.79  0.987
O  14.83  -19.21  18.09  -0.611
O  12.76  -20.67  18.61  -0.611
C  13.44  -20.25  16.00  -0.636
H  13.84  -21.60  14.34  0.334
H  15.23  -20.57  14.81  0.306
H  15.69  -22.85  15.62  0.372
H  14.15  -23.07  16.22  0.197
H  16.21  -21.54  17.69  0.355
H  14.83  -22.47  18.24  0.329
H  13.03  -19.30  15.65  0.488
H  12.43  -20.66  16.04  0.172
C  12.39  -29.76  18.79  -0.635
C  11.06  -29.05  18.56  -0.519
C  11.19  -28.34  17.21  -0.807
S  12.89  -27.56  17.33  1.105
O  12.77  -26.38  18.23  -0.634
O  13.60  -27.56  16.10  -0.654
C  13.56  -28.91  18.34  -0.582
H  12.35  -30.77  18.39  0.311
H  12.53  -29.92  19.86  0.295
H  10.79  -28.24  19.24  0.248
H  10.18  -29.70  18.60  0.393
H  10.49  -27.55  16.96  0.488
H  11.28  -29.10  16.44  0.315
H  14.06  -28.48  19.20  0.330
H  14.34  -29.41  17.78  0.353
C  6.67  -32.30  23.04  -1.079
C  6.26  -31.34  21.86  -0.402
O  6.34  -31.88  20.61  -0.300
P  4.97  -32.17  19.81  0.985
O  5.09  -33.03  18.61  -0.729
O  3.93  -32.70  20.96  -0.333
C  4.00  -34.10  21.24  -0.365
C  2.90  -34.87  20.48  -1.223
O  4.49  -30.67  19.44  -0.309
C  5.25  -29.75  18.68  -0.064
C  4.33  -28.75  18.07  -1.296
H  6.25  -31.78  23.90  0.333
H  6.21  -33.28  22.90  0.240
H  7.74  -32.28  23.22  0.339
H  5.24  -30.97  21.98  0.394
H  6.89  -30.45  21.90  0.439
H  4.95  -34.59  21.05  0.381
H  3.87  -34.32  22.30  0.454
H  2.83  -34.71  19.40  0.296
H  3.03  -35.92  20.75  0.351
H  1.94  -34.42  20.74  0.331
H  5.88  -29.16  19.34  0.149
H  5.88  -30.29  17.98  0.393
H  4.80  -27.99  17.45  0.392
H  3.66  -29.35  17.45  0.319
H  3.75  -28.28  18.87  0.303

No. 4
ORCA calculation (wB97M-V/def2-TZVPD) on 2 unconnected molecules or ions with the total composition C5H10O2.

Properties
2S+1: 1

Each line ends with the natural charge from an NBO analysis.
CARTESIAN COORDINATES (ANGSTROEM)
C  -0.09  -2.06  0.51  -0.658
C  -0.06  -0.54  0.71  0.047
O  1.30  -0.18  0.45  -0.527
C  1.40  1.21  0.17  -0.088
C  0.05  1.59  -0.43  -0.528
C  -0.90  0.41  -0.36  0.251
O  -1.42  -0.38  -1.35  -0.707
H  0.60  -2.54  1.22  0.243
H  0.26  -2.36  -0.48  0.215
H  -1.08  -2.48  0.70  0.216
H  -0.31  -0.31  1.75  0.178
H  2.23  1.36  -0.52  0.194
H  1.60  1.77  1.10  0.167
H  -0.42  2.36  0.19  0.225
H  -0.07  1.93  -1.46  0.249
H  -1.83  1.53  -1.04  0.045
H  -1.27  -1.32  -1.16  0.476

No. 5
ORCA calculation (wB97M-V/def2-TZVPD) on a single C4H6N2O2 molecule.

Properties
2S+1: 1

Each line ends with the natural charge from an NBO analysis.
CARTESIAN COORDINATES (ANGSTROEM)
C  -2.52  -0.34  1.90  -0.002
C  0.63  -0.41  0.44  -0.494
C  -0.10  0.04  1.70  -0.111
C  0.85  0.58  -0.59  -0.037
N  -1.38  -0.03  1.76  -0.252
N  0.88  0.40  -1.87  0.381
O  1.23  1.08  -2.78  -0.446
O  0.42  -0.95  -2.20  -0.606
H  -3.43  0.16  1.71  0.194
H  1.58  -0.59  0.92  0.232
H  0.24  -1.25  -0.10  0.261
H  0.38  0.54  2.48  0.200
H  -0.08  -0.83  -2.96  0.474
H  1.29  1.59  -0.40  0.207

No. 6
ORCA calculation (wB97M-V/def2-TZVPD) on a single C19H25NO2 molecule.

Properties
SMILES: COc1ccc(CC[C@H](C)NCc2ccccc2OC)cc1
2S+1: 1

Each line ends with the natural charge from an NBO analysis.
CARTESIAN COORDINATES (ANGSTROEM)
C  -6.83  -0.32  -0.52  -0.250
O  -5.86  -0.58  0.47  -0.496
C  -4.54  -0.55  0.12  0.291
C  -4.06  -0.27  -1.15  -0.325
C  -2.70  -0.27  -1.39  -0.137
C  -1.79  -0.55  -0.38  -0.060
C  -0.31  -0.51  -0.64  -0.421
C  0.23  0.93  -0.63  -0.402
C  0.07  1.61  0.73  -0.047
C  0.41  3.11  0.61  -0.625
N  0.83  0.91  1.76  -0.639
C  2.28  0.87  1.62  -0.259
C  2.72  -0.42  0.95  -0.095
C  2.29  -1.63  1.47  -0.180
C  2.67  -2.83  0.89  -0.241
C  3.49  -2.82  -0.22  -0.194
C  3.93  -1.62  -0.75  -0.324
C  3.55  -0.41  -0.17  0.368
O  3.94  0.81  -0.64  -0.522
C  4.76  0.87  -1.78  -0.250
C  -2.28  -0.82  0.89  -0.191
C  -3.63  -0.83  1.14  -0.254
H  -6.78  -1.06  -1.33  0.174
H  -7.79  -0.41  -0.02  0.198
H  -6.72  0.69  -0.93  0.173
H  -4.74  -0.05  -1.97  0.215
H  -2.34  -0.05  -2.39  0.198
H  0.21  -1.08  0.12  0.229
H  -0.10  -0.95  -1.62  0.209
H  -0.32  1.52  -1.37  0.205
H  1.28  0.92  -0.91  0.208
H  -0.98  1.52  1.04  0.202
H  1.39  3.26  0.18  0.201
H  -0.32  3.60  -0.03  0.212
H  0.38  3.58  1.59  0.202
H  0.59  1.32  2.66  0.362
H  2.68  1.72  1.05  0.202
H  2.73  0.90  2.61  0.209
H  1.65  -1.62  2.34  0.220
H  2.32  -3.76  1.31  0.213
H  3.79  -3.75  -0.68  0.212
H  4.57  -1.64  -1.62  0.217
H  4.93  1.93  -1.96  0.199
H  4.28  0.43  -2.65  0.176
H  5.73  0.38  -1.60  0.176
H  -1.58  -1.04  1.69  0.218
H  -4.02  -1.04  2.12  0.221

Number 1: electronic energy -6969.612109 hartree, orbital gap 8.03 eV. Number 2: electronic energy -1491.108685 hartree, orbital gap 4.02 eV. Number 3: electronic energy -4947.814288 hartree, orbital gap 7.95 eV. Number 4: electronic energy -346.809182 hartree, orbital gap 8.90 eV. Number 5: electronic energy -415.771073 hartree, orbital gap 8.67 eV. Number 6: electronic energy -944.210634 hartree, orbital gap 8.94 eV.